(w)
# C4H11NO2

3 unconnected molecules or ions with the total composition C4H11NO2 (ωB97M-V/def2-TZVPD, OMol25).

Structure (XYZ):
```
18
C4H11NO2 (ωB97M-V/def2-TZVPD)
C -1.06 0.12 -1.74
C 0.11 0.46 -1.20
C 0.44 1.66 -0.42
C -0.23 2.82 -0.57
N 1.61 1.58 0.35
H -1.03 -0.77 -2.36
H -2.04 0.38 -1.39
H 0.94 -0.21 -1.43
H -1.18 2.84 -1.07
H 0.23 3.74 -0.27
H 1.58 2.12 1.19
H 1.92 0.62 0.42
O -1.56 -2.80 1.83
H -2.39 -3.22 2.07
H -1.75 -1.86 1.95
O 1.80 -2.57 0.69
H 0.90 -2.59 0.34
H 1.70 -2.33 1.62
```

## Properties
SMILES: C=CC(=C)N.O.O
Lowest unoccupied orbital energy in hartree: 0.017

These are the Löwdin partial charges, in e, on atoms 1 to 2: number 1, C, carries 0.005; number 2, C, carries -0.151

=====

(x)
# C4H11NO2

2 unconnected molecules or ions with the total composition C4H11NO2 (ωB97M-V/def2-TZVPD, OMol25).

Structure (XYZ):
```
18
C4H11NO2 (ωB97M-V/def2-TZVPD)
C 0.64 -0.76 1.42
C -0.43 0.36 1.26
C -1.34 0.15 0.08
O -2.48 -0.25 0.17
N -0.74 0.29 -1.14
C -1.38 -0.13 -2.36
H 0.93 -0.75 2.47
H 0.23 -1.73 1.18
H 1.51 -0.51 0.82
H 0.09 1.30 1.21
H -1.04 0.36 2.16
H 0.16 0.73 -1.25
H -1.42 -1.21 -2.47
H -0.88 0.33 -3.22
H -2.42 0.20 -2.40
O 4.44 0.20 0.46
H 4.65 0.38 1.39
H 3.79 -0.49 0.39
```

## Properties
SMILES: CCC(=O)NC.O
Lowest unoccupied orbital energy in hartree: 0.023

These are the Löwdin partial charges, in e, on atoms 1 to 2: number 1, C, carries -0.079; number 2, C, carries -0.160

=====

(y)
# C4H11NO2

3 unconnected molecules or ions with the total composition C4H11NO2 (ωB97M-V/def2-TZVPD, OMol25).

Structure (XYZ):
```
18
C4H11NO2 (ωB97M-V/def2-TZVPD)
C -3.31 1.41 -1.09
N -1.99 1.76 -1.09
C -1.40 2.90 -1.80
C -1.84 4.19 -1.42
C -0.01 2.58 -2.39
H -3.46 0.39 -0.74
H -4.05 1.98 -1.57
H -2.78 4.34 -0.92
H -1.14 4.98 -1.61
H 0.01 1.72 -3.12
H 0.23 3.46 -2.95
H 0.87 2.46 -1.73
O 2.11 -5.51 5.05
H 2.71 -4.93 4.61
H 1.34 -5.35 4.52
O 4.37 -5.69 2.40
H 3.62 -5.14 2.34
H 4.73 -5.55 1.50
```

## Properties
SMILES: C=NC(=C)C.O.O
Lowest unoccupied orbital energy in hartree: 0.020

These are the Löwdin partial charges, in e, on atoms 1 to 2: number 1, C, carries 0.002; number 2, N, carries -0.003

=====

Stability order, top to bottom: (x), (w), (y)

=====

(w)
# C4H11NO2

2 unconnected molecules or ions with the total composition C4H11NO2 (ωB97M-V/def2-TZVPD, OMol25).

Structure (XYZ):
```
18
C4H11NO2 (ωB97M-V/def2-TZVPD)
N -0.66 -1.52 -2.05
C -1.54 -1.03 -0.97
C -0.67 -0.39 0.12
C -1.10 1.03 0.58
C 0.04 1.85 1.08
O -0.06 2.49 2.11
H -1.00 -2.36 -2.49
H -0.56 -0.84 -2.79
H -2.18 -1.79 -0.54
H -2.19 -0.25 -1.38
H -0.46 -1.06 0.96
H 0.35 -0.25 -0.26
H -1.98 0.97 1.21
H -1.31 1.57 -0.36
H 0.98 1.93 0.51
O 3.85 -0.04 1.66
H 4.70 0.38 1.66
H 3.80 -0.70 0.96
```

## Properties
SMILES: NCCCC=O.O
Lowest unoccupied orbital energy in hartree: 0.031

These are the Löwdin partial charges, in e, on atoms 1 to 2: number 1, N, carries -0.017; number 2, C, carries -0.267

=====

(x)
# C4H11NO2

2 unconnected molecules or ions with the total composition C4H11NO2 (ωB97M-V/def2-TZVPD, OMol25).

Structure (XYZ):
```
18
C4H11NO2 (ωB97M-V/def2-TZVPD)
C 2.16 -0.30 0.56
C 0.82 -1.00 0.65
N -0.09 -0.47 -0.38
C -1.40 -0.11 -0.48
C -2.31 -0.51 0.67
O -1.78 0.64 -1.36
H 2.88 -0.81 1.18
H 2.34 -0.16 -0.50
H 2.04 0.71 0.95
H 0.28 -0.87 1.59
H 0.89 -2.07 0.48
H 0.36 0.15 -1.06
H -2.59 0.29 1.34
H -1.91 -1.42 1.11
H -3.26 -0.86 0.24
O 0.80 2.04 -1.41
H 0.96 2.71 -2.08
H -0.18 2.03 -1.50
```

## Properties
SMILES: CCNC(C)=O.O
Lowest unoccupied orbital energy in hartree: 0.033

These are the Löwdin partial charges, in e, on atoms 1 to 2: number 1, C, carries -0.079; number 2, C, carries -0.236

=====

Stability order, top to bottom: (x), (w)

=====

(w)
# C4H11NO2

2 unconnected molecules or ions with the total composition C4H11NO2 (ωB97M-V/def2-TZVPD, OMol25).

Structure (XYZ):
```
18
C4H11NO2 (ωB97M-V/def2-TZVPD)
C -1.43 -0.34 3.03
C -0.56 -0.73 1.85
C -1.22 -0.23 0.51
C -0.38 -0.48 -0.73
N -1.00 -0.55 -1.95
O 0.80 -0.75 -0.64
H -2.21 0.41 2.84
H -0.81 -0.09 3.89
H -1.98 -1.21 3.43
H 0.48 -0.41 1.94
H -0.69 -1.81 1.74
H -2.14 -0.81 0.43
H -1.42 0.83 0.52
H -1.96 -0.52 -2.23
H -0.39 -0.54 -2.76
O 4.88 2.59 -4.27
H 5.42 2.94 -3.56
H 4.60 1.71 -4.03
```

## Properties
SMILES: CCCC(N)=O.O
Lowest unoccupied orbital energy in hartree: 0.029

These are the Löwdin partial charges, in e, on atoms 1 to 2: number 1, C, carries -0.132; number 2, C, carries -0.239

=====

(x)
# C4H11NO2

2 unconnected molecules or ions with the total composition C4H11NO2 (ωB97M-V/def2-TZVPD, OMol25).

Structure (XYZ):
```
18
C4H11NO2 (ωB97M-V/def2-TZVPD)
C 0.59 0.96 1.95
C -0.69 0.75 1.17
C -1.40 1.97 0.57
C -0.81 -0.42 0.19
N 0.30 -1.23 0.03
O -1.82 -0.71 -0.42
H 1.35 0.19 1.82
H 1.06 1.94 1.86
H 0.52 0.78 3.03
H -1.42 0.38 1.93
H -1.16 2.14 -0.49
H -1.05 2.90 1.00
H -2.47 1.89 0.67
H 1.11 -1.09 0.60
H 0.21 -2.18 -0.29
O 2.21 -2.97 -4.37
H 2.01 -2.02 -4.34
H 1.45 -3.27 -4.91
```

## Properties
SMILES: CC(C)C(N)=O.O
Lowest unoccupied orbital energy in hartree: 0.027

These are the Löwdin partial charges, in e, on atoms 1 to 2: number 1, C, carries -0.068; number 2, C, carries -0.322

=====

Stability order, top to bottom: (w), (x)

=====

(w)
# C5H6N2

A single C5H6N2 molecule (ωB97M-V/def2-TZVPD, OMol25).

Structure (XYZ):
```
13
C5H6N2 (ωB97M-V/def2-TZVPD)
C 2.04 0.23 -0.03
C 0.59 0.09 -0.20
C -0.41 0.43 -1.05
N -1.36 -0.32 -0.13
C -2.65 -0.02 0.02
N -3.80 0.17 0.00
C -0.27 -0.60 0.75
H 2.25 1.29 -0.03
H 2.60 -0.27 -0.84
H 2.16 -0.21 0.96
H -0.58 0.98 -1.89
H -0.19 -1.77 0.76
H -0.38 0.02 1.69
```

## Properties
SMILES: CC1=CN(C#N)C1
Lowest unoccupied orbital energy in hartree: 0.025

These are the Löwdin partial charges, in e, on atoms 1 to 2: number 1, C, carries -0.044; number 2, C, carries -0.314

=====

(x)
# C5H6N2

2 unconnected molecules or ions with the total composition C5H6N2 (ωB97M-V/def2-TZVPD, OMol25).

Structure (XYZ):
```
13
C5H6N2 (ωB97M-V/def2-TZVPD)
C -1.37 -0.23 -0.47
C 0.30 1.36 0.27
C 2.74 -0.76 -0.04
C 1.03 2.36 -0.11
C -1.95 -1.43 -0.03
N -0.62 0.53 0.38
N 2.16 -1.62 0.51
H -1.57 0.24 -1.47
H 0.32 3.19 -0.24
H 2.02 2.31 0.23
H -2.71 -1.83 -0.71
H -1.82 -1.75 1.03
H 1.48 -2.37 0.65
```

## Properties
Lowest unoccupied orbital energy in hartree: 0.021

These are the Löwdin partial charges, in e, on atoms 1 to 2: number 1, C, carries -0.225; number 2, C, carries -0.199

=====

Stability order, top to bottom: (w), (x)

=====

(w)
# C5H6N2

A single C5H6N2 molecule (ωB97M-V/def2-TZVPD, OMol25).

Structure (XYZ):
```
13
C5H6N2 (ωB97M-V/def2-TZVPD)
N 2.17 -0.15 -0.06
C 0.76 -0.24 -0.18
C 0.10 1.09 -0.17
C -1.25 1.06 -0.05
C -1.88 -0.19 -0.13
N -1.38 -1.39 -0.10
C -0.03 -1.34 -0.04
H 2.64 -1.15 -0.14
H 2.48 0.67 0.31
H 0.68 2.11 -0.18
H -1.86 1.90 0.42
H -2.96 -0.20 0.03
H 0.52 -2.17 0.28
```

## Properties
SMILES: Nc1cccnc1
Lowest unoccupied orbital energy in hartree: 0.032

These are the Löwdin partial charges, in e, on atoms 1 to 2: number 1, N, carries 0.064; number 2, C, carries -0.293

=====

(x)
# C5H6N2

A single C5H6N2 molecule (ωB97M-V/def2-TZVPD, OMol25).

Structure (XYZ):
```
13
C5H6N2 (ωB97M-V/def2-TZVPD)
H 2.79 0.45 0.08
N 2.53 -0.50 -0.19
C 1.28 -0.61 0.06
C 0.72 -1.90 -0.20
C 0.15 -2.95 -0.37
N 0.57 0.43 0.57
C -0.46 0.77 -0.14
C -1.44 1.77 0.37
H -0.40 -3.85 -0.49
H -0.66 0.35 -1.14
H -1.35 1.89 1.45
H -2.45 1.41 0.14
H -1.29 2.73 -0.13
```

## Properties
SMILES: [H]/N=C(C#C)\N=C\C
Lowest unoccupied orbital energy in hartree: 0.013

These are the Löwdin partial charges, in e, on atoms 1 to 2: number 1, H, carries 0.056; number 2, N, carries 0.152

=====

(y)
# C5H6N2

A single C5H6N2 molecule (ωB97M-V/def2-TZVPD, OMol25).

Structure (XYZ):
```
13
C5H6N2 (ωB97M-V/def2-TZVPD)
N 2.82 -0.67 1.13
C 2.27 -0.53 0.12
C 1.55 -0.30 -1.10
C 0.34 0.29 -1.01
N -0.20 0.57 0.24
C -0.96 -0.47 0.91
C -1.60 0.81 0.50
H 2.00 -0.58 -2.04
H -0.23 0.55 -1.91
H -1.21 -1.35 0.31
H -0.69 -0.68 1.94
H -2.30 0.79 -0.33
H -1.78 1.57 1.25
```

## Properties
SMILES: N#C/C=C\N1CC1
Lowest unoccupied orbital energy in hartree: 0.024

These are the Löwdin partial charges, in e, on atoms 1 to 2: number 1, N, carries 0.143; number 2, C, carries -0.243

=====

(z)
# C5H6N2

A single C5H6N2 molecule (ωB97M-V/def2-TZVPD, OMol25).

Structure (XYZ):
```
13
C5H6N2 (ωB97M-V/def2-TZVPD)
N 1.71 -0.63 2.21
C 0.98 -1.00 1.39
C 0.99 0.65 -0.97
C 0.03 -0.44 -0.83
C 0.06 -1.44 0.33
C -1.11 1.69 0.07
N -0.17 0.97 -0.47
H 1.84 1.11 -1.42
H -0.60 -0.78 -1.66
H -0.94 -1.56 0.76
H 0.39 -2.42 -0.04
H -2.02 1.20 0.38
H -0.93 2.74 0.25
```

## Properties
Lowest unoccupied orbital energy in hartree: 0.031

These are the Löwdin partial charges, in e, on atoms 1 to 2: number 1, N, carries 0.152; number 2, C, carries -0.233

=====

Stability order, top to bottom: (w), (y), (x), (z)